42
Properties=species:S:1:pos:R:3:forces:R:3:nbo_charge:R:1 method="wB97M-V/def2-TZVPD" total_charge=-1 relative_energy_kcal_mol=26.2 e_homo_ha=-0.259 spin_multiplicity=1 total_energy_ha=-1202.3750
O 0.186382 0.300531 -0.375885 0.5 0.6 -0.4 -1.25
H 0.567611 0.780578 -1.131984 -0.2 -0.4 0.3 0.44
C 2.191204 -2.596027 1.059071 1.7 -3.3 -0.2 0.75
O 3.168251 -3.326163 1.203096 0.7 0.0 0.6 -0.71
N 2.217193 -1.320368 0.877971 0.7 4.6 -0.2 -0.85
N 0.974508 -3.092976 0.948178 -2.8 -1.0 -0.2 -0.84
H 1.399504 -0.798399 0.586599 0.1 0.0 0.0 0.42
H 3.029590 -0.765211 1.098588 0.0 -0.4 -0.1 0.40
H 0.224536 -2.452894 0.735945 -0.3 -0.5 0.2 0.39
H 0.780742 -4.077150 1.043676 0.3 0.3 -0.1 0.40
C -0.451560 -1.582405 -3.225810 -0.5 -0.9 -0.3 0.76
O -0.897426 -2.326295 -4.055775 -1.0 -1.0 -2.0 -0.68
N -0.935748 -0.397466 -2.878355 -0.8 2.6 0.7 -0.86
N 0.600145 -1.908855 -2.484566 2.1 -0.2 1.5 -0.85
H -0.555921 -0.031471 -2.014532 -0.6 0.1 -0.2 0.40
H -1.758227 0.067281 -3.229270 0.1 -0.7 -0.3 0.40
H 1.015697 -2.825901 -2.528745 -0.3 0.2 0.0 0.41
H 0.760281 -1.309896 -1.687689 0.5 -0.5 0.2 0.40
C -2.198614 2.912114 -0.226293 -1.1 2.3 0.5 0.76
O -3.168093 3.658570 -0.073220 0.4 0.1 -0.3 -0.70
N -0.914933 3.280210 -0.277741 1.8 2.5 0.0 -0.85
N -2.228647 1.624483 -0.324341 -1.8 -3.2 -0.4 -0.87
H -0.713063 4.268215 -0.283808 0.2 -0.3 0.1 0.40
H -0.194050 2.598531 -0.450890 0.0 0.5 0.0 0.39
H -1.321454 1.176772 -0.243538 -0.5 -1.0 -0.3 0.42
H -3.144389 1.203040 -0.358133 0.4 -0.4 0.2 0.40
C 2.236764 2.440186 1.417820 1.6 1.1 -0.6 0.77
O 2.915933 3.257300 1.995519 0.6 0.6 0.7 -0.67
N 1.317695 1.641577 1.914750 -2.5 -1.7 1.2 -0.86
N 2.359725 2.168166 0.083563 0.1 0.4 -0.4 -0.89
H 0.969115 1.566632 2.857370 0.5 0.7 -0.1 0.40
H 0.713493 1.284301 1.184846 -0.2 -0.5 0.5 0.40
H 1.718899 1.442513 -0.210503 0.9 0.1 -0.7 0.39
H 3.066117 2.646066 -0.452871 -0.3 -0.3 0.0 0.41
C -2.157345 -1.497123 1.409173 -2.6 -0.9 3.9 0.76
O -3.072524 -2.079294 2.040792 1.4 0.4 -1.3 -0.70
N -1.393496 -0.562030 1.978904 0.9 1.7 2.1 -0.85
N -1.739767 -1.680119 0.198063 0.1 -1.3 -3.4 -0.87
H -0.763954 0.004932 1.432978 0.0 -0.2 0.2 0.40
H -1.490705 -0.383529 2.966325 -0.2 0.1 -0.3 0.40
H -2.162766 -2.384065 -0.387355 0.0 0.4 -0.1 0.41
H -1.150704 -0.924358 -0.131920 0.2 -0.5 -1.0 0.43